{
  "formula": "C4H7NS2",
  "method": "ωB97M-V with the def2-TZVPD basis set",
  "symbols": ["C", "C", "C", "C", "N", "S", "S", "H", "H", "H", "H", "H", "H", "H"],
  "positions_angstrom": [[-0.1770, -0.0946, 1.2867], [2.0027, -0.7133, 1.4104], [0.1473, 0.0807, -0.1584], [-0.8221, -0.0361, -1.2768], [0.7602, -0.4726, 2.0495], [1.7379, -0.6393, -0.4334], [0.3726, 2.2245, -0.1852], [-1.0656, 0.0518, 1.8802], [2.6734, -0.0101, 1.7665], [2.4790, -1.5888, 1.5810], [-0.5927, 0.5581, -2.0540], [-1.7558, 0.2006, -0.7891], [-0.7856, -1.1523, -1.5847], [-1.0420, 2.3734, -0.1076]],
  "forces_ev_per_angstrom": [[0.981, -0.880, 0.872], [-1.799, 1.565, -1.877], [1.107, 3.134, -0.210], [-0.807, -4.755, 2.729], [0.015, -0.762, 0.288], [-0.071, 0.122, 0.647], [-1.871, -1.428, 0.395], [-0.899, 0.545, -0.957], [1.402, 1.964, 0.311], [0.794, -3.219, 0.899], [0.640, 1.971, -2.630], [-0.747, 0.038, -0.628], [-0.518, 1.681, 0.231], [1.773, 0.023, -0.070]],
  "mulliken_charge": [-0.1989, -0.4211, 0.4822, -1.4510, -0.5058, -0.1197, -0.2007, 0.3973, 0.3152, 0.3832, 0.4254, 0.3912, 0.3659, 0.1367],
  "largest_force_ha_per_bohr": 0.108,
  "homo_energy_ev": -8.86,
  "de_lowest_kcal_mol": 37.4,
  "smiles": "C[C@@]1(S)C=NCS1",
  "multiplicity": 1,
  "homo_lumo_gap_ev": 9.07,
  "lumo_energy_ev": 0.20,
  "total_energy_ha": -1007.674672
}